Run A
C5H14 | ωB97M-V with the def2-TZVPD basis set

Results
E_LUMO (spin up / spin down) (eV): 4.1 / 4.2
2S+1: 2
HOMO (spin up / spin down) (hartree): 0.055 / -0.278
Expectation value of S²: 0.75
Total charge: -1

Geometry as XYZ:
```
19
C5H14 ωB97M-V with the def2-TZVPD basis set
C 1.239 0.679 -1.678
C 0.649 0.394 -0.272
C 2.732 0.505 -1.647
H 0.935 1.721 -1.854
H 0.685 0.101 -2.416
H 0.764 1.126 0.530
H -0.346 -0.036 -0.220
H 3.150 0.953 -2.562
H 2.926 -0.588 -1.604
H 1.238 -0.472 0.107
H 3.066 0.758 -0.630
C -2.432 -1.481 1.673
C -2.013 0.030 1.707
H -2.336 -1.896 0.674
H -1.806 -2.011 2.396
H -3.483 -1.587 1.962
H -0.945 -0.024 1.575
H -2.467 0.612 0.900
H -2.451 0.496 2.581
```

These are the Löwdin partial charges, in e, on atoms 1 to 4: C -0.41; C -0.31; C -0.23; H 0.08

Run B
C5H14 | ωB97M-V with the def2-TZVPD basis set

Results
E_LUMO (spin up / spin down) (eV): 4.2 / 4.4
2S+1: 2
HOMO (spin up / spin down) (hartree): 0.057 / -0.259
Expectation value of S²: 0.75
Total charge: -1

Geometry as XYZ:
```
19
C5H14 ωB97M-V with the def2-TZVPD basis set
C 1.728 0.875 -0.987
C 2.069 0.242 0.394
C 0.550 0.084 -1.543
H 2.633 0.798 -1.620
H 1.508 1.928 -0.965
H 1.774 0.746 1.311
H 1.898 -0.836 0.470
H 0.962 -0.918 -1.680
H 3.189 0.379 0.426
H 0.155 0.393 -2.542
H -0.374 -0.026 -0.938
C -2.161 -1.264 1.307
C -2.045 0.186 0.744
H -2.592 -1.838 0.509
H -1.236 -1.662 1.680
H -3.022 -1.283 2.020
H -2.766 0.342 -0.040
H -0.990 0.196 0.307
H -1.878 0.911 1.516
```

These are the Löwdin partial charges, in e, on atoms 1 to 4: C -0.38; C -0.33; C -0.23; H 0.07

Run C
C5H14 | ωB97M-V with the def2-TZVPD basis set

Results
E_LUMO (spin up / spin down) (eV): 4.2 / 4.3
2S+1: 2
HOMO (spin up / spin down) (hartree): 0.058 / -0.269
Expectation value of S²: 0.75
Total charge: -1

Geometry as XYZ:
```
19
C5H14 ωB97M-V with the def2-TZVPD basis set
C -0.724 -1.506 0.281
C 0.263 -2.320 1.119
C -1.375 -0.277 0.905
H -1.561 -2.133 -0.005
H -0.202 -1.181 -0.614
H -0.230 -2.932 1.879
H 0.657 -3.114 0.458
H -2.380 -0.491 1.360
H -1.629 0.466 0.157
H 1.074 -1.852 1.680
H -0.867 0.055 1.812
C 0.764 1.892 -0.386
C 1.021 2.071 -1.886
H 1.158 2.639 0.300
H -0.303 1.794 -0.195
H 1.134 0.908 -0.100
H 0.982 1.331 -2.672
H 1.997 2.589 -1.920
H 0.253 2.800 -2.231
```

These are the Löwdin partial charges, in e, on atoms 1 to 4: C -0.44; C -0.25; C -0.24; H 0.06

Run D
C5H14 | ωB97M-V with the def2-TZVPD basis set

Results
E_LUMO (spin up / spin down) (eV): 4.1 / 4.3
2S+1: 2
HOMO (spin up / spin down) (hartree): 0.056 / -0.277
Expectation value of S²: 0.75
Total charge: -1

Geometry as XYZ:
```
19
C5H14 ωB97M-V with the def2-TZVPD basis set
C 0.527 -0.839 -1.454
C 1.646 -1.551 -2.199
C -0.327 -1.821 -0.634
H 1.052 -0.208 -0.731
H -0.092 -0.107 -1.969
H 2.251 -0.847 -2.773
H -0.343 -2.822 -1.064
H 0.072 -1.873 0.373
H 1.321 -2.368 -2.837
H 2.298 -1.985 -1.438
H -1.395 -1.569 -0.611
C -1.225 1.525 1.387
C -0.510 2.437 2.397
H -1.430 2.155 0.506
H -0.614 0.672 1.093
H -2.217 1.297 1.785
H -1.211 3.117 2.882
H 0.379 2.940 2.024
H -0.183 1.848 3.265
```

These are the Löwdin partial charges, in e, on atoms 1 to 4: C -0.45; C -0.26; C -0.23; H 0.04

Least stable: run B

Run A
H19O9 | ωB97M-V with the def2-TZVPD basis set

Results
E_LUMO (eV): -3.1
HOMO (hartree): -0.492
Total charge: +1

Geometry as XYZ:
```
28
H19O9 ωB97M-V with the def2-TZVPD basis set
O -0.219 1.990 -4.053
H 1.609 0.397 -2.117
H -0.506 -1.361 -1.199
O -3.523 0.678 0.610
H -1.188 0.053 3.961
O 2.547 -1.562 -2.683
H 0.938 -0.888 3.809
H 3.007 -1.703 -1.874
O -0.935 1.141 0.536
H 2.990 -1.528 -3.522
H -4.291 0.441 1.158
O -1.558 0.807 3.430
H 0.342 1.270 -1.900
H -1.340 1.541 3.980
O 0.652 0.396 -2.110
H -0.318 0.306 0.372
H -0.640 1.518 1.483
O 2.809 -1.493 0.967
H 0.266 1.559 -4.747
H 2.201 -0.840 0.663
O 0.444 -0.662 3.017
H -1.759 0.582 0.754
H 3.489 -1.266 0.301
O -0.523 -1.136 -0.239
H 0.466 -1.649 2.864
H -3.727 1.586 0.426
H -1.123 1.726 -4.052
H -0.108 -1.903 0.163
```

These are the Löwdin partial charges, in e, on atoms 1 to 4: O -0.03; H 0.03; H 0.11; O -0.02

Run B
H19O9 | ωB97M-V with the def2-TZVPD basis set

Results
E_LUMO (eV): -3.0
HOMO (hartree): -0.530
Total charge: +1

Geometry as XYZ:
```
28
H19O9 ωB97M-V with the def2-TZVPD basis set
O -1.246 -0.712 -2.024
H -1.703 1.319 -0.320
H 1.843 -1.592 -2.197
O 0.051 -2.463 2.564
H -0.830 -2.261 2.115
O -0.136 3.173 2.116
H 0.933 -0.375 0.830
H 0.005 2.860 2.907
O 0.142 2.929 -1.291
H 0.616 3.577 1.681
H 0.061 -1.962 3.417
O -0.012 -3.387 -0.729
H -2.742 1.748 0.663
H -0.521 -3.721 -1.486
O -2.568 1.163 -0.045
H -0.552 3.684 -1.272
H -0.218 -3.797 0.162
O 1.325 1.370 0.889
H -1.581 -0.053 -2.571
H 0.946 1.787 0.145
O 1.375 -1.252 0.471
H 0.773 3.535 -1.782
H 0.665 1.931 1.602
O 1.240 -0.955 -1.965
H 1.336 -1.264 -0.468
H 0.991 -1.868 0.994
H -1.834 -1.522 -2.033
H 0.450 -0.947 -2.274
```

These are the Löwdin partial charges, in e, on atoms 1 to 4: O -0.02; H -0.04; H 0.06; O -0.07

Least stable: run B

Run A
C11H18N2O3 | ωB97M-V with the def2-TZVPD basis set

Results
E_LUMO (eV): 0.7
HOMO (hartree): -0.315

Geometry as XYZ:
```
34
C11H18N2O3 ωB97M-V with the def2-TZVPD basis set
C 3.479 0.609 -0.907
C 2.943 -0.296 0.195
C 4.053 -1.314 0.545
O 2.576 0.418 1.388
C 1.247 0.134 1.661
O 0.677 0.428 2.677
N 0.661 -0.635 0.660
C -0.571 -1.352 0.866
N -1.600 -0.481 0.282
C -2.020 0.654 1.115
C -3.376 1.129 0.573
C -3.334 1.525 -0.935
C -2.753 0.344 -1.740
C -1.457 -0.193 -1.132
C 1.637 -0.994 -0.213
O 1.519 -1.804 -1.096
H 4.375 1.103 -0.521
H 3.740 0.034 -1.793
H 2.779 1.374 -1.201
H 4.999 -0.822 0.667
H 3.818 -1.825 1.488
H 4.157 -2.111 -0.223
H -0.579 -2.353 0.371
H -0.702 -1.533 1.974
H -1.333 1.480 1.091
H -2.220 0.380 2.189
H -4.112 0.307 0.721
H -3.736 1.989 1.150
H -2.703 2.421 -1.060
H -4.332 1.709 -1.278
H -3.473 -0.477 -1.776
H -2.574 0.662 -2.757
H -0.701 0.583 -1.324
H -1.082 -1.093 -1.656
```

These are the Löwdin partial charges, in e, on atoms 1 to 4: C 0.01; C -0.43; C 0.01; O 0.09

Run B
C11H18N2O3 | ωB97M-V with the def2-TZVPD basis set

Results
E_LUMO (eV): 0.7
HOMO (hartree): -0.317

Geometry as XYZ:
```
34
C11H18N2O3 ωB97M-V with the def2-TZVPD basis set
C -1.311 -3.162 -2.715
C -1.282 -1.751 -2.122
C -2.721 -1.195 -2.060
O -0.481 -0.897 -2.951
C 0.432 -0.324 -2.155
O 1.306 0.440 -2.533
N 0.375 -0.758 -0.851
C 1.518 -0.651 0.080
N 1.298 0.485 1.007
C 0.233 0.308 1.989
C 0.439 1.215 3.149
C 0.433 2.685 2.651
C 1.512 2.876 1.533
C 1.435 1.823 0.403
C -0.615 -1.675 -0.777
O -0.897 -2.370 0.182
H -1.988 -3.841 -2.221
H -0.305 -3.627 -2.611
H -1.565 -3.072 -3.766
H -2.744 -0.129 -1.778
H -3.190 -1.343 -3.048
H -3.301 -1.784 -1.323
H 1.600 -1.587 0.649
H 2.483 -0.541 -0.458
H 0.205 -0.710 2.328
H -0.738 0.479 1.518
H 1.365 1.031 3.643
H -0.361 1.055 3.874
H 0.646 3.389 3.464
H -0.575 2.913 2.268
H 1.361 3.916 1.131
H 2.504 2.905 1.956
H 2.334 1.847 -0.230
H 0.594 2.048 -0.226
```

These are the Löwdin partial charges, in e, on atoms 1 to 4: C 0.01; C -0.45; C 0.01; O 0.12

Least stable: run A

Run A
C4H6ClN | ωB97M-V with the def2-TZVPD basis set

Results
E_LUMO (eV): -0.6
HOMO (hartree): -0.294

Geometry as XYZ:
```
12
C4H6ClN ωB97M-V with the def2-TZVPD basis set
C -0.386 -1.155 -0.094
C 0.931 -1.115 0.465
C -1.045 -0.056 -0.476
C 0.964 1.167 0.283
N 1.537 0.018 0.365
Cl 3.508 -0.074 -0.212
H -0.803 -2.137 -0.270
H 1.457 -1.995 0.787
H -1.952 -0.177 -1.054
H -0.770 0.965 -0.301
H 1.393 1.926 -0.353
H 0.427 1.515 1.156
```

These are the Löwdin partial charges, in e, on atoms 1 to 4: C -0.13; C -0.17; C 0.02; C -0.08

Run B
C4H6ClN | ωB97M-V with the def2-TZVPD basis set

Results
E_LUMO (eV): 0.5
HOMO (hartree): -0.336

Geometry as XYZ:
```
12
C4H6ClN ωB97M-V with the def2-TZVPD basis set
C -1.753 1.429 -1.187
C -1.005 0.426 -0.744
Cl -1.813 -0.819 0.151
N 0.368 0.461 -0.930
C 1.175 -0.067 -0.027
C 1.320 -1.173 1.284
H -2.851 1.689 -1.098
H -1.280 2.177 -1.746
H 2.176 0.259 -0.323
H 0.306 -1.238 1.911
H 2.143 -0.957 1.868
H 1.215 -2.189 0.841
```

These are the Löwdin partial charges, in e, on atoms 1 to 4: C -0.03; C -0.83; Cl 0.66; N 0.01

Least stable: run A

Run A
C9H7Cl2MnN3O4S3 | ωB97M-V with the def2-TZVPD basis set

Results
E_LUMO (spin up / spin down) (eV): 4.4 / 4.4
2S+1: 6
HOMO (spin up / spin down) (hartree): -0.060 / -0.075
Expectation value of S²: 8.85
Total charge: -2

Geometry as XYZ:
```
29
C9H7Cl2MnN3O4S3 ωB97M-V with the def2-TZVPD basis set
Mn 1.719 -0.264 3.329
Cl 4.188 1.312 4.685
C 3.393 1.144 6.196
Cl 0.827 -0.797 5.429
H 2.453 1.668 6.271
H 3.489 0.153 6.612
O 1.081 1.225 3.048
S -1.442 3.101 -1.498
C -1.042 1.614 -0.819
S -0.232 1.395 0.694
C -0.280 -0.363 0.478
N -0.882 -0.717 -0.625
N -1.321 0.396 -1.323
C -1.897 0.125 -2.592
C -3.037 0.794 -3.015
C -3.584 0.493 -4.253
C -3.008 -0.477 -5.062
C -1.882 -1.158 -4.619
C -1.327 -0.862 -3.384
S 0.316 -1.519 1.596
H -3.477 1.549 -2.383
H -4.470 1.020 -4.586
H -3.439 -0.707 -6.030
H -1.430 -1.923 -5.238
H -0.462 -1.392 -3.012
O 3.651 -0.333 2.058
N 3.960 -1.464 2.512
O 4.944 -2.081 2.132
O 3.189 -1.927 3.399
```

These are the Löwdin partial charges, in e, on atoms 1 to 4: Mn 0.25; Cl 0.55; C -0.52; Cl -0.15

Run B
C9H7Cl2MnN3O4S3 | ωB97M-V with the def2-TZVPD basis set

Results
E_LUMO (spin up / spin down) (eV): 4.3 / 4.3
2S+1: 6
HOMO (spin up / spin down) (hartree): -0.064 / -0.076
Expectation value of S²: 8.83
Total charge: -2

Geometry as XYZ:
```
29
C9H7Cl2MnN3O4S3 ωB97M-V with the def2-TZVPD basis set
Mn -0.407 -0.334 -0.081
Cl 1.381 0.773 -1.121
C 1.936 0.982 1.953
Cl 0.596 0.202 2.619
H 1.854 2.031 1.722
H 2.791 0.409 1.642
O -1.832 -1.008 0.403
S 1.192 6.664 -0.488
C 0.043 5.470 -0.170
S 0.407 3.786 -0.281
C -1.258 3.363 0.090
N -2.010 4.422 0.268
N -1.264 5.586 0.128
C -2.019 6.786 0.235
C -1.473 7.951 0.760
C -2.262 9.090 0.861
C -3.588 9.076 0.454
C -4.129 7.903 -0.054
C -3.354 6.760 -0.164
S -1.863 1.778 0.195
H -0.442 7.967 1.076
H -1.828 9.995 1.271
H -4.196 9.969 0.539
H -5.166 7.872 -0.368
H -3.769 5.835 -0.535
O 0.121 -2.072 -1.779
N 0.723 -2.607 -0.842
O 1.308 -3.683 -0.941
O 0.729 -1.988 0.277
```

These are the Löwdin partial charges, in e, on atoms 1 to 4: Mn 0.26; Cl -0.10; C -0.55; Cl 0.58

Least stable: run B